No. 1
C8H9NO2 | wB97M-V/def2-TZVPD

Calculated values
Gap between HOMO and LUMO (eV): 8.838

Geometry as XYZ:
```
20
Properties=species:S:1:pos:R:3:forces:R:3
C -1.65253 -0.60815 -0.97729 1.27 -0.59 0.11
C -0.70950 -1.51615 -1.12532 0.20 -1.99 1.88
C 0.00273 0.82935 0.04567 1.97 -1.03 -0.34
C 0.95845 -0.17132 -0.03615 -1.37 3.20 0.42
C -0.70444 -0.92723 1.29002 -0.10 -0.17 0.28
C -1.26760 0.14690 0.34820 -2.97 -0.41 -0.47
C 0.22710 -1.43314 0.14337 0.51 -1.53 0.50
C 0.17822 2.20012 -0.32683 -0.60 2.02 -1.00
N 2.33844 0.09831 0.08567 2.26 -1.18 0.85
O 2.85171 1.19823 -0.01328 -0.93 0.96 -0.69
O 3.05949 -0.83848 0.43880 -0.84 -0.75 -0.28
H -2.41234 -0.44441 -1.72418 -0.40 0.47 0.42
H -0.66418 -2.41655 -1.73211 0.08 0.57 -0.45
H -0.16550 -0.43771 2.14248 -0.03 -0.41 -0.95
H -1.35917 -1.62942 1.80934 -0.45 -0.21 -0.82
H -2.22585 0.58317 0.65207 0.87 1.12 0.41
H 0.82196 -2.30070 0.42763 0.04 0.05 -0.48
H -0.41695 2.94421 0.24212 -0.02 -0.61 -0.49
H -0.06469 2.23493 -1.43493 -0.04 0.32 1.10
H 1.20467 2.48807 -0.25526 0.57 0.18 -0.01
```
Positions in Å, forces in eV/Å.

=====

No. 2
C8H9NO2S | wB97M-V/def2-TZVPD

Calculated values
Gap between HOMO and LUMO (eV): 9.101

Geometry as XYZ:
```
21
Properties=species:S:1:pos:R:3:forces:R:3
C 0.16176 -0.93147 2.41317 -0.19 0.03 0.27
C 2.06139 0.04906 0.71009 -0.26 0.17 -0.21
C 1.49403 -0.08042 -0.50861 -0.17 -0.11 0.15
C 0.06958 0.07854 -0.90080 0.05 0.09 0.10
C -0.78101 1.00049 -0.29245 -0.19 0.03 -0.05
C -2.08704 1.09940 -0.75830 0.17 -0.17 -0.10
C -2.49158 0.27849 -1.80475 -0.04 -0.03 0.03
C -0.44374 -0.69672 -1.94453 -0.03 -0.20 -0.13
H -0.57875 -0.87895 1.61605 0.10 -0.01 -0.01
H -0.34530 -0.82385 3.38235 0.21 0.00 -0.27
H 0.71167 -1.87743 2.38446 -0.09 0.18 -0.02
H 3.14161 -0.03928 0.78778 -0.04 -0.01 -0.04
H 3.15032 -0.59001 -1.30510 0.00 -0.01 -0.05
H -0.44102 1.61515 0.53703 0.03 -0.04 -0.15
H -2.78068 1.80536 -0.32077 0.03 -0.02 0.00
H -3.50938 0.33271 -2.18823 0.15 0.02 0.05
H 0.18761 -1.43639 -2.43179 -0.06 0.15 0.06
N -1.69585 -0.61874 -2.39267 0.17 0.21 0.27
O 0.57790 1.71584 2.30266 0.40 -0.78 -0.06
O 2.24291 -0.42586 -1.59001 0.04 0.07 0.18
S 1.35556 0.42408 2.30442 -0.30 0.42 -0.01
```
Positions in Å, forces in eV/Å.

=====

No. 3
C8H9NO2S | wB97M-V/def2-TZVPD

Calculated values
Gap between HOMO and LUMO (eV): 8.680

Geometry as XYZ:
```
21
Properties=species:S:1:pos:R:3:forces:R:3
C 1.86442 -1.00190 -0.92321 0.34 1.76 -1.18
C 0.15676 -2.05367 0.80867 0.24 -0.31 0.32
C -0.27548 -0.86817 1.29513 0.15 -1.37 0.07
C -0.66203 0.33560 0.56076 0.28 -0.29 -1.56
C -0.88122 0.43057 -0.83625 0.94 -0.67 1.48
C -1.07169 1.68342 -1.36397 -0.53 -1.49 -1.53
C -1.13760 2.77553 -0.56349 1.23 0.59 0.56
C -0.53660 1.52206 1.22597 -0.03 0.19 2.82
H 1.39577 -0.03562 -0.66237 0.63 -0.46 -0.44
H 2.38824 -1.00759 -1.89826 -0.67 0.16 0.28
H 2.61754 -1.24804 -0.22412 0.82 -0.17 1.03
H 0.31211 -2.92795 1.50102 -0.17 1.04 -0.83
H 0.08146 -1.48650 3.12367 -1.00 1.55 -1.27
H -0.68953 -0.44744 -1.44476 -0.84 0.08 -0.24
H -1.15893 1.73502 -2.44980 -0.22 0.32 0.28
H -1.33628 3.70139 -1.10716 0.05 0.30 1.00
H -0.30493 1.47298 2.32391 0.00 0.28 -1.23
N -0.73791 2.70892 0.72849 -1.23 1.76 -1.27
O -0.41549 -2.23948 -1.90052 2.74 0.09 2.18
O -0.36708 -0.72028 2.63363 0.51 -1.22 1.45
S 0.75846 -2.32886 -0.82734 -3.25 -2.14 -1.91
```
Positions in Å, forces in eV/Å.

=====

No. 4
C8H9NO3S | wB97M-V/def2-TZVPD

Calculated values
Gap between HOMO and LUMO (alpha / beta) (eV): 8.102 / 8.820

Geometry as XYZ:
```
22
Properties=species:S:1:pos:R:3:forces:R:3
C 3.59895 1.08393 -0.03317 -0.77 -1.28 -0.02
C 3.24536 0.29262 1.12177 0.82 0.58 -0.54
C 2.83616 0.96702 -1.24061 0.22 1.81 0.77
C 2.16959 -0.63660 1.08115 2.10 3.25 -1.51
C 1.67448 0.24390 -1.17387 -0.06 -1.07 -0.32
C 1.42727 -0.58838 -0.09498 -1.11 -0.48 1.49
C -2.96855 0.02387 0.25132 -3.14 1.08 -1.01
C -4.46349 0.24855 -0.00202 -0.28 -0.20 -1.21
N -2.07473 0.21122 -0.77460 1.71 -0.44 -2.74
O 0.09580 -2.47818 -1.17710 -0.28 -0.98 -1.27
O -0.38061 -2.05842 1.21583 -0.16 0.09 0.71
O -2.11541 1.11397 0.20441 0.86 2.29 0.74
S -0.10447 -1.55504 -0.10559 0.42 0.84 -0.15
H 4.45706 1.74486 -0.04238 -0.05 -0.03 0.31
H 3.79763 0.38469 2.12318 -0.63 0.00 -1.86
H 2.91845 1.63551 -2.16071 0.59 -0.98 1.53
H 2.08411 -1.08758 2.02021 -1.24 -1.40 0.69
H 0.99961 0.24810 -2.01765 -0.18 -0.11 0.03
H -2.58699 -0.64745 0.90695 0.04 -2.40 2.45
H -4.80043 1.32112 -0.27389 1.15 -1.80 -0.15
H -4.96840 0.09662 0.91968 -0.58 -0.47 0.90
H -4.84143 -0.56435 -0.74793 0.60 1.69 1.17
```
Positions in Å, forces in eV/Å.

=====

No. 5
C8H9NO3S2 | wB97M-V/def2-TZVPD

Calculated values
Gap between HOMO and LUMO (eV): 8.954

Geometry as XYZ:
```
23
Properties=species:S:1:pos:R:3:forces:R:3
C 1.87957 -0.03220 -2.95457 -0.39 -0.25 -0.80
C 1.61412 1.21331 -2.36877 -0.47 0.65 0.15
C 1.59853 -1.24859 -2.21867 0.46 0.06 -3.12
C 1.17972 1.28588 -1.03388 0.79 1.88 0.23
C 1.15508 -1.12161 -0.94819 1.38 -0.16 0.16
C 1.15921 0.14476 -0.34826 -1.42 -2.58 1.79
C -1.32686 -0.92157 2.66298 -3.65 0.56 -0.91
C -0.80378 -0.61200 1.27256 -1.39 1.54 0.75
N -1.99928 1.13151 0.88322 2.15 -3.48 0.27
O -2.10048 2.10655 1.53930 -0.77 1.63 0.01
O -2.44753 0.88799 -0.23676 -0.44 0.87 -0.63
O -1.32999 -1.26733 0.23211 0.87 2.14 0.92
S -0.92975 0.19571 4.06913 0.60 0.81 -0.98
S 0.81800 0.11240 1.39767 -0.53 -0.32 -0.71
H 2.18367 -0.10242 -4.04668 -0.29 0.16 1.64
H 1.64215 2.23722 -2.78072 0.42 -1.07 -0.81
H 1.68854 -2.28112 -2.75381 -0.15 2.12 1.13
H 0.96966 2.21371 -0.41898 0.41 -0.84 -1.38
H 0.97002 -2.01584 -0.39682 -0.13 -0.22 0.52
H -2.53601 -1.02972 2.62332 2.93 0.29 -0.20
H -0.97971 -1.91829 2.77690 0.53 -1.00 1.04
H -1.66426 -0.41652 -0.34432 -0.43 -1.00 0.34
H -0.74064 1.43816 3.39327 -0.48 -1.79 0.58
```
Positions in Å, forces in eV/Å.

=====

No. 6
C8H9NSi | wB97M-V/def2-TZVPD

Calculated values
Gap between HOMO and LUMO (eV): 10.035

Geometry as XYZ:
```
19
Properties=species:S:1:pos:R:3:forces:R:3
C -1.42046 0.15351 -3.49792 1.81 -0.68 1.88
C -0.19792 0.84060 2.79865 1.93 -0.49 0.57
C 1.08359 0.89602 2.22961 -1.31 -0.06 -2.40
C -1.24705 0.18745 2.21032 -0.70 0.15 -1.25
C 1.21683 0.45835 0.91989 -1.06 -0.78 0.24
C -1.11109 -0.34517 0.89793 1.69 -0.46 2.38
C 0.14667 -0.26635 0.33048 0.97 0.06 -1.19
C 0.48449 -1.01923 -0.95867 -0.16 -0.69 -0.92
N -2.38963 0.11915 -4.09347 -1.41 0.14 -0.90
Si 0.25892 -0.05054 -2.59023 0.31 0.09 -2.16
H -0.03081 1.08938 3.81674 -1.49 0.45 1.11
H 1.89625 1.33079 2.75056 0.61 0.32 0.48
H -2.22153 0.04895 2.66477 0.25 0.07 0.42
H 2.12693 0.47744 0.35418 0.54 0.16 0.08
H -1.67590 -1.23687 0.73013 -1.05 0.10 -0.97
H -0.12086 -1.96708 -1.12931 0.61 1.04 0.51
H 1.57485 -1.34094 -1.00925 -1.26 0.42 0.19
H 0.64723 1.39241 -2.60929 0.21 -0.44 0.41
H 0.97949 -0.76789 -3.81511 -0.48 0.60 1.52
```
Positions in Å, forces in eV/Å.

=====

No. 7
C8H9O2P | wB97M-V/def2-TZVPD

Calculated values
Gap between HOMO and LUMO (eV): 9.447

Geometry as XYZ:
```
20
Properties=species:S:1:pos:R:3:forces:R:3
C -0.86473 -1.30377 2.58850 2.68 -0.82 -0.83
C 0.46626 -1.49202 2.12539 -1.03 1.04 -0.56
C -1.77508 -0.95698 1.61595 -1.04 -0.27 3.04
C 0.91045 -1.14838 0.82524 0.51 0.04 0.90
C -1.35769 -0.69432 0.36569 0.62 0.70 -2.03
C -0.03631 -0.71828 -0.12093 0.33 -0.58 2.76
C 0.40347 -0.29735 -1.45344 0.12 1.08 -0.75
C 0.68838 1.16682 -1.74437 1.39 -2.51 0.44
O 1.72566 -0.43282 -1.76799 -0.44 1.47 -0.18
O 1.12614 1.89620 -0.77337 -0.14 1.04 0.61
P 1.02017 1.67397 -3.41844 1.87 0.39 -1.44
H -1.09019 -1.43081 3.64235 -0.17 -0.14 -0.24
H 1.23645 -1.79235 2.77202 0.73 -0.38 1.10
H -2.79925 -0.86903 2.02807 0.38 0.21 -1.17
H 2.04058 -1.13975 0.69967 -1.78 -0.17 -0.47
H -2.10569 -0.32292 -0.26041 -1.09 0.39 -1.40
H -0.22633 -0.63784 -2.21513 -1.37 -1.02 -1.20
H 0.84960 1.41156 0.00387 0.07 0.01 1.35
H 2.44624 2.03752 -3.12084 -1.50 -0.33 -0.40
H 0.60835 3.03544 -3.40868 -0.15 -0.16 0.45
```
Positions in Å, forces in eV/Å.

=====

No. 8
C8H9O2P | wB97M-V/def2-TZVPD

Calculated values
Gap between HOMO and LUMO (eV): 9.156

Geometry as XYZ:
```
20
Properties=species:S:1:pos:R:3:forces:R:3
C -0.14471 1.90282 2.30952 -0.34 -0.72 -1.07
C 0.66380 2.01333 1.19275 1.34 1.16 0.85
C -1.18170 1.00444 2.25278 0.56 0.80 0.42
C 0.49084 1.18854 0.15416 -2.63 -2.73 -1.42
C -1.44098 0.18780 1.19840 0.40 -1.21 -1.48
C -0.58161 0.19871 0.12236 2.19 1.57 -1.23
C -0.11451 -0.08247 -3.32629 -0.82 -1.61 2.58
C 0.56464 -2.30384 -1.17293 0.25 2.37 -0.46
O 1.04545 -0.11282 -3.50354 0.85 0.29 -0.29
O -2.11397 -1.64029 -1.13750 1.28 0.59 -0.83
P -0.74778 -1.00957 -1.30040 -1.05 0.74 0.83
H -0.03269 2.44786 3.19428 0.39 0.97 1.01
H 1.51693 2.68290 1.07883 -0.34 0.19 0.57
H -1.79550 0.95506 3.08310 -1.28 -0.19 1.60
H 1.08206 1.30921 -0.71087 0.80 -0.05 -0.84
H -2.22105 -0.54087 1.20332 -0.60 -0.21 0.11
H -0.85042 0.15703 -4.10107 -0.45 0.25 0.05
H -0.10812 -2.99077 -1.60409 0.02 -1.70 -1.02
H 1.43231 -1.95413 -1.78690 -0.63 -0.86 0.51
H 0.80137 -2.63167 -0.16658 0.06 0.35 0.10
```
Positions in Å, forces in eV/Å.

=====

no.,energy (Eh)
1,-515.27543
2,-913.61284
3,-913.57221
4,-988.68556
5,-1386.91165
6,-654.43980
7,-801.95165
8,-802.02477